C17H32BF4LiO9 as an isolated structure, computed with the ωB97M-V functional and the def2-TZVPD basis.

Spin multiplicity: 1
Orbital gap, eV: 7.3480
Energy relative to the best compared isomer or geometry (same formula, charge and spin), kJ/mol: 15.25
Total charge: 0
Max |F|, eV/Å: 8.9
E_HOMO, eV: -7.65

The geometry in XYZ format:
```
64
Properties=species:S:1:pos:R:3:forces:R:3:lowdin_charge:R:1
Li -2.2728 1.4429 -1.7894 -0.1 -0.5 0.7 0.691
B -0.1827 0.6635 -0.0746 -1.5 0.3 0.8 -1.327
F 0.9086 1.4205 -0.3695 0.7 0.2 0.3 0.188
F -0.7800 0.1757 -1.1954 -0.8 -0.6 -3.0 0.102
F 0.0754 -0.5151 0.6606 0.3 0.7 0.9 0.125
F -1.2442 1.4890 0.4592 1.0 -0.2 0.7 0.077
C -2.2335 -2.9986 -1.0428 -3.4 -0.9 -2.8 -0.156
O -2.7081 -2.1493 -0.0130 2.5 -1.4 1.1 -0.118
H -1.4004 -3.6260 -0.8428 0.8 -0.4 0.7 0.071
H -2.0156 -2.3798 -1.8933 0.6 0.3 -0.6 0.059
H -3.0802 -3.6784 -1.4562 1.2 0.9 1.0 0.111
H -1.8308 -2.2039 0.4517 -1.6 1.4 0.7 0.107
C -1.1087 4.3851 2.1932 -2.6 3.7 -1.4 -0.151
O -0.3721 4.6267 1.0317 0.8 0.4 -0.7 -0.128
H -0.5510 5.0614 2.9203 -2.0 -0.6 -0.3 0.111
H -1.3273 3.4644 2.5787 1.1 -3.1 0.7 0.017
H -2.2600 4.5113 1.7436 2.2 1.1 2.1 0.136
H -0.1472 3.8260 0.6076 0.6 -1.7 -0.6 0.029
C -1.4835 0.3163 -4.3479 5.0 3.7 0.5 -0.195
O -2.6750 0.7238 -3.7225 -1.8 -1.7 -0.9 -0.199
H -0.4964 0.2668 -3.5434 -3.0 0.6 -1.9 0.135
H -1.1220 1.1495 -5.1937 -1.1 -2.3 2.1 0.136
H -1.4014 -0.6529 -4.7224 -0.8 -1.6 -0.9 0.038
H -3.4386 0.1708 -4.1286 1.9 1.6 1.3 0.155
C -0.9345 3.6255 -2.5548 4.9 -5.7 4.7 -0.086
O -1.8352 3.4840 -1.4401 -1.4 -0.8 -2.8 -0.156
H 0.0097 4.0889 -2.1225 -1.4 0.6 -1.6 0.125
H -1.2915 3.6700 -3.5050 -1.1 1.0 -2.5 0.041
H -0.3599 2.4714 -2.4532 -1.3 2.6 -1.2 0.129
H -1.4392 4.1528 -0.9602 0.1 2.0 3.1 0.008
C -4.9325 0.7849 -0.4168 -1.4 3.8 1.8 -0.169
O -3.7377 0.2171 -0.7852 0.7 4.2 -1.8 -0.132
H -4.8538 1.8937 -0.5548 -0.2 -0.7 -1.3 0.079
H -5.0096 1.0395 0.7323 -0.4 -2.1 -1.5 0.127
H -5.8065 0.3581 -0.9881 0.6 0.5 1.2 0.107
H -3.8346 -0.6223 -0.5122 0.8 -5.1 1.4 -0.011
C 3.1794 -4.7588 -1.4187 0.4 -2.0 1.9 -0.037
C 3.1990 -3.8276 -0.4070 -0.7 1.8 -1.3 -0.005
C 2.4447 -2.6147 -0.5411 -0.1 -1.5 -0.4 -0.290
C 1.6864 -2.4405 -1.6995 0.4 0.3 0.4 0.017
C 1.6894 -3.4405 -2.6755 3.3 0.0 6.0 -0.020
C 2.3287 -4.6161 -2.5094 2.0 -1.6 1.5 -0.357
O 2.1608 -5.6622 -3.3397 -0.9 -0.7 -2.0 0.045
O 2.3983 -1.7797 0.5067 4.4 -3.8 1.1 0.097
H 3.6753 -5.7700 -1.1012 -0.8 1.8 -1.3 0.148
H 3.8564 -3.9933 0.4043 0.3 0.1 1.0 0.100
H 1.0691 -1.5348 -1.8535 0.5 -0.6 0.2 0.117
H 1.1726 -3.3197 -3.4383 -4.8 1.1 -7.0 0.036
H 2.6253 -6.5015 -3.1898 0.1 1.0 0.6 0.116
H 1.8083 -1.1326 0.4035 -3.8 4.0 -0.7 -0.012
C 1.2360 0.7044 5.0540 0.5 -0.3 -1.4 -0.018
C 2.4788 0.6382 5.5248 2.9 0.0 2.9 -0.043
C 3.6443 0.6807 4.7908 0.9 0.2 -0.5 -0.302
C 3.5635 0.8190 3.4325 -6.0 -0.1 1.0 0.032
C 2.1874 0.8962 2.7914 3.0 -1.4 7.2 0.078
C 1.1011 0.7164 3.6865 -0.3 0.8 -3.6 -0.271
O -0.2071 0.6925 3.2429 0.5 1.6 4.8 0.069
O 4.8968 0.7105 5.4951 -2.0 -0.2 -1.1 0.014
H 0.3735 0.7739 5.6236 -1.4 -0.2 1.2 0.108
H 2.8113 0.6058 6.5607 -1.1 0.0 0.4 0.128
H 4.3834 0.9020 2.8719 3.1 0.3 -2.4 0.061
H 2.2948 1.0725 1.8191 -0.8 0.5 -4.0 0.046
H -0.3260 0.4245 2.3997 -0.1 -1.4 -4.3 -0.006
H 5.4412 1.1016 4.8157 0.9 0.1 0.1 0.076
```
Forces are in eV/Å.



C17H32FeN5O2P as an isolated structure, computed with the ωB97M-V functional and the def2-TZVPD basis.

Spin multiplicity: 6
Orbital gap (spin up / spin down), eV: 7.6703 / 6.3244
Total charge: +1
Max |F|, eV/Å: 5.1
E_HOMO (spin up / spin down), eV: -10.32 / -10.32
<S²>: 8.77

The geometry in XYZ format:
```
58
Properties=species:S:1:pos:R:3:forces:R:3:lowdin_spin:R:1
Fe 0.9682 -0.6603 0.9918 0.5 -1.1 -3.7 4.100
C -1.4393 3.4698 3.2224 0.4 0.4 0.1 0.001
N -1.5474 2.0349 2.9451 0.3 -0.2 0.3 0.013
C -2.8774 1.6399 2.4860 -0.1 -0.3 -0.4 0.002
C -0.4472 1.3605 2.4410 -2.3 0.0 -0.8 0.021
N -0.4740 0.5002 1.4920 -4.2 -0.9 -0.3 0.072
N 0.7519 1.6483 3.0735 0.3 0.2 0.6 0.008
C 2.0082 1.1110 2.9083 0.6 0.7 -0.2 0.022
N 2.9166 1.5704 3.8044 0.5 0.5 0.1 0.011
N 2.3023 0.2623 2.0045 4.1 -1.5 -1.1 0.107
H -2.3742 3.8679 3.6321 0.2 -0.4 -0.1 0.000
H -1.2073 4.0196 2.3038 0.0 0.0 0.1 0.000
H -0.6616 3.6792 3.9634 -0.1 0.0 -0.1 0.000
H -3.6575 2.0869 3.1117 0.4 0.0 0.0 0.000
H -3.0052 0.5542 2.5501 0.1 0.2 0.0 0.001
H -3.0399 1.9578 1.4504 -0.1 -0.1 0.0 0.000
H -1.4762 0.0831 0.9355 3.7 2.7 2.3 0.007
H 0.6049 1.9749 4.0118 0.0 0.4 0.2 0.001
H 2.8844 2.5766 3.9109 0.0 0.0 0.4 0.001
H 3.8549 1.2784 3.5597 0.0 0.0 0.2 0.001
H 3.3765 -0.2951 1.8588 -4.0 2.8 0.9 0.014
C -0.2466 0.0231 -7.2844 -0.1 0.1 -0.2 0.000
C -0.2517 0.1492 -5.7915 -0.1 -0.1 0.4 0.001
C -1.4416 0.0506 -5.0651 0.6 0.1 0.6 0.000
C -1.4465 0.1401 -3.6622 0.4 0.2 -0.1 0.002
C -2.7562 0.0314 -2.9276 -0.2 -0.1 -0.1 0.000
C -0.2320 0.3533 -2.9653 0.2 -0.3 -0.8 0.006
C 0.9734 0.4568 -3.7011 -0.4 -0.3 -0.3 0.001
C 2.2934 0.6652 -3.0075 0.2 0.1 -0.1 0.001
C 0.9495 0.3386 -5.1012 -0.5 0.1 0.7 0.000
C -0.2225 0.4675 -1.4521 -2.9 3.2 -0.9 0.017
O -0.9760 1.3515 -0.9352 1.6 -2.1 -0.8 0.027
O 0.5381 -0.3293 -0.8172 0.8 -0.9 0.5 0.181
H -1.2622 0.0499 -7.6929 0.2 -0.1 0.1 0.000
H 0.2159 -0.9238 -7.5799 0.0 0.2 -0.1 0.000
H 0.3107 0.8513 -7.7344 0.0 -0.2 0.0 0.000
H -2.3812 -0.1027 -5.5900 0.1 0.0 0.1 0.000
H -3.5363 -0.3891 -3.5718 0.2 0.1 0.0 0.000
H -3.0901 1.0201 -2.5986 0.1 -0.2 0.1 0.000
H -2.6681 -0.6370 -2.0651 0.0 0.2 0.0 0.000
H 2.2197 1.4540 -2.2522 0.0 -0.2 0.1 0.000
H 3.0662 0.9813 -3.7168 -0.2 -0.1 0.1 0.000
H 2.6279 -0.2662 -2.5406 0.0 0.2 0.1 0.001
H 1.8816 0.4021 -5.6573 -0.1 0.0 0.1 0.000
C -1.0185 -3.5205 3.2939 -0.8 0.2 0.0 0.042
P 0.0264 -2.3528 2.3405 0.8 -2.4 0.8 0.119
C 1.2125 -1.8479 3.6453 0.3 -0.1 0.5 0.018
C 1.0654 -3.5428 1.4083 0.0 -1.4 0.2 0.046
H -0.4167 -4.2674 3.8202 0.2 0.2 -0.2 0.007
H -1.7070 -4.0471 2.6266 0.1 0.1 0.0 0.000
H -1.6143 -2.9798 4.0352 0.0 0.0 -0.1 0.000
H 1.6572 -2.7127 4.1469 -0.2 0.0 -0.1 0.003
H 0.7097 -1.2375 4.4012 0.0 0.0 0.0 0.001
H 2.0218 -1.2516 3.2138 -0.4 -0.7 0.5 0.003
H 1.5204 -4.2881 2.0674 -0.2 -0.1 0.2 0.002
H 1.8685 -3.0170 0.8835 -0.5 -0.7 0.3 0.029
H 0.4636 -4.0702 0.6622 -0.1 0.1 0.1 0.001
H 2.1850 -1.7230 0.5080 0.5 1.3 0.0 0.107
```
Forces are in eV/Å.



A 8-piece molecular cluster, C17H32N2O26S6 overall, computed with the ωB97M-V functional and the def2-TZVPD basis.

Spin multiplicity: 1
Orbital gap, eV: 8.5466
Energy relative to the best compared isomer or geometry (same formula, charge and spin), kJ/mol: 312.99
Total charge: 0
Max |F|, eV/Å: 4.5
E_HOMO, eV: -8.69

The geometry in XYZ format:
```
83
Properties=species:S:1:pos:R:3:forces:R:3:lowdin_charge:R:1
C 2.4406 -0.7807 -34.2470 -0.1 0.4 1.2 0.078
N 1.3534 -1.3391 -33.3605 -1.7 0.9 0.0 -0.408
O 0.2396 -0.8118 -33.3890 1.0 0.1 -0.3 0.020
O 1.5739 -2.2717 -32.6247 0.9 -0.5 -0.1 0.058
H 2.1790 0.2506 -34.4840 -0.3 -0.4 -0.3 0.097
H 2.6029 -1.4550 -35.0878 -0.1 0.1 0.2 0.071
H 3.2940 -0.7171 -33.5719 0.2 -0.3 -0.3 0.080
O -0.4346 3.4152 -39.0556 0.7 -0.3 3.9 -0.247
S -0.0513 3.5171 -37.6325 -0.9 -0.2 0.5 0.771
O 1.1567 4.2474 -37.3029 -1.5 -1.3 -0.3 -0.250
O -1.3096 4.1211 -36.7590 0.1 0.5 -2.2 -0.215
C -1.4960 3.5486 -35.4870 1.5 0.2 0.6 -0.183
C -1.0426 2.1176 -35.6185 -0.8 -1.0 -1.0 -0.179
O -0.1089 2.0707 -36.7080 1.1 1.6 -1.7 -0.219
H -0.7682 4.0312 -34.8346 -0.4 0.3 0.4 0.129
H -2.5243 3.6958 -35.1570 0.2 -0.1 -0.2 0.140
H -1.8513 1.4662 -35.9498 -0.2 0.0 0.2 0.112
H -0.5833 1.6925 -34.7261 0.2 0.2 -0.1 0.125
O 2.0620 2.2126 -29.7587 -2.2 -2.2 -2.0 -0.259
S 1.2780 1.4851 -30.7924 1.8 2.5 -0.5 0.728
O 1.8438 1.5929 -32.1610 -1.9 -1.2 3.4 -0.252
O 0.9055 -0.0196 -30.3066 2.3 0.7 -3.1 -0.214
C -0.1137 0.0455 -29.3911 -1.0 0.4 1.9 -0.192
C -1.0670 1.1763 -29.8623 0.5 -0.5 0.0 -0.113
O -0.2818 1.9754 -30.7807 1.0 -0.3 0.0 -0.196
H -0.6666 -0.8938 -29.3884 0.3 -0.1 0.1 0.128
H 0.4342 0.2352 -28.4681 -0.9 0.1 0.6 0.137
H -1.4705 1.8072 -29.0703 0.2 -0.1 -0.1 0.137
H -1.8695 0.6695 -30.3982 -0.1 0.6 -0.3 0.109
O 5.3102 -3.5732 -28.9632 1.5 3.1 0.1 -0.264
S 6.0373 -2.2824 -28.9642 -0.2 -1.1 -0.3 0.752
O 7.3621 -2.2220 -28.3154 -3.5 0.5 -1.4 -0.251
O 6.1722 -1.7434 -30.4911 0.1 -0.1 0.9 -0.236
C 4.9651 -1.0593 -30.9249 0.2 -0.4 -0.5 -0.163
C 4.0706 -0.8146 -29.7127 1.1 -1.7 0.5 -0.136
O 4.9774 -1.0386 -28.5863 1.4 -0.6 0.6 -0.219
H 5.2349 -0.1030 -31.3730 0.3 -0.3 -0.1 0.124
H 4.5242 -1.7279 -31.6642 -0.3 0.3 0.0 0.116
H 3.3543 -1.6222 -29.5617 -0.6 0.5 -0.5 0.127
H 3.6877 0.2053 -29.7473 0.0 -0.2 0.7 0.110
O 0.2002 -1.5083 -37.8125 -0.7 -1.2 0.9 -0.223
S -1.0427 -1.7277 -37.1201 0.7 -0.7 0.5 0.677
O -2.0118 -0.6964 -37.3446 -0.1 -1.6 0.7 -0.216
O -1.6041 -3.2726 -37.2459 -0.7 1.7 -2.8 -0.197
C -1.0712 -4.1910 -36.3523 0.6 -0.4 1.5 -0.173
C -0.3669 -3.3327 -35.2689 0.8 0.4 -1.4 -0.148
O -0.8771 -2.0296 -35.5490 -0.1 2.1 0.7 -0.247
H -1.9139 -4.7570 -35.9553 0.1 -0.1 -0.1 0.132
H -0.3174 -4.8361 -36.8037 -0.3 -0.1 -0.2 0.129
H 0.6912 -3.2638 -35.5216 0.3 -0.4 0.2 0.108
H -0.4445 -3.5996 -34.2150 -0.5 0.2 -0.2 0.127
O 7.2284 -2.5438 -35.0984 0.0 1.4 2.5 -0.229
S 7.3519 -1.5632 -34.0311 1.4 1.3 -1.4 0.724
O 6.2050 -0.7257 -33.6629 1.9 -1.8 -0.2 -0.266
O 8.1919 -2.1226 -32.7420 -0.3 1.0 -0.4 -0.214
C 9.1161 -1.0691 -32.2142 -0.4 0.0 -0.9 -0.082
C 9.3728 -0.1268 -33.4249 -0.7 1.5 0.2 -0.197
O 8.5997 -0.5556 -34.4950 -2.2 -2.5 -1.3 -0.216
H 8.6314 -0.5072 -31.4158 -0.2 -0.3 0.0 0.120
H 10.0284 -1.5287 -31.8340 -0.4 -0.4 -0.2 0.131
H 10.3724 0.0390 -33.8265 0.2 -0.5 0.5 0.134
H 8.9123 0.8534 -33.3011 0.7 0.4 1.2 0.125
O -3.3670 -3.1666 -28.3439 0.3 -0.2 -4.5 -0.254
S -3.3154 -3.4295 -29.8111 0.6 -0.2 1.5 0.749
O -3.2614 -4.8191 -30.2520 -0.4 2.4 0.5 -0.244
O -4.4551 -2.5441 -30.5567 -0.9 -0.4 1.5 -0.212
C -4.1330 -2.3837 -31.9337 2.2 -0.8 0.5 -0.135
C -2.6326 -2.0347 -31.8381 1.2 0.1 -0.5 -0.173
O -2.1163 -2.6220 -30.6500 -1.0 -1.2 2.5 -0.232
H -4.1270 -3.4035 -32.3186 -0.8 0.3 -0.9 0.124
H -4.7122 -1.6154 -32.4458 -0.2 -0.4 0.4 0.145
H -2.3285 -0.9909 -31.7601 -0.6 0.2 -0.4 0.111
H -2.0003 -2.5184 -32.5826 -0.5 0.4 -0.6 0.116
C 3.3273 -4.3118 -37.2466 0.7 -0.5 1.8 -0.074
C 3.7951 -3.2493 -36.3962 -0.1 1.0 -2.1 -0.151
C 4.1189 -3.6979 -35.1730 -0.9 -0.9 0.7 -0.143
N 3.7416 -5.0309 -35.1571 0.6 -0.4 0.0 0.012
C 3.3591 -5.4353 -36.4140 -0.3 1.0 -0.7 -0.135
H 3.1382 -4.2245 -38.3063 -0.1 -0.2 0.2 0.092
H 3.9181 -2.2352 -36.7469 0.1 0.0 0.1 0.101
H 4.4874 -3.1523 -34.3169 -0.1 -0.3 0.0 0.101
H 3.8087 -5.6713 -34.3789 0.2 0.3 -0.1 0.147
H 3.1950 -6.4790 -36.6381 -0.2 0.1 0.1 0.103
```
Forces are in eV/Å.